# 1
The following is a DFT calculation (ωB97M-V/def2-TZVPD) of a molecular structure, C35H54F3GeLaN7O7 in a non-equilibrium geometry.

Calculated values
Total charge ... +1
Relative energy (zero: lowest compared OMol25 entry of this formula, charge and spin) ... 0.0000 eV
Energy ... -4684.07301 Eh
Frontier orbital gap ... 6.24 eV
Highest occupied orbital energy ... -9.598 eV
Maximum force ... 4.064 eV Å⁻¹

Each line ends with the Mulliken charge.
Element x y z (Å)
1 La 0.716 -21.168 -5.199  1.75
2 Ge -5.344 -20.003 -4.007  0.33
3 F 5.195 -20.118 -2.691  -0.21
4 F 3.971 -18.577 -1.731  -0.24
5 F 4.908 -18.125 -3.670  -0.27
6 O 4.437 -19.594 -8.097  -0.66
7 O 2.643 -20.896 -7.089  -0.45
8 O -1.839 -21.173 -5.474  -0.21
9 O -3.897 -20.580 -4.942  -0.26
10 O 2.153 -18.897 -4.251  -0.64
11 O 0.219 -19.244 -6.411  -0.54
12 O 2.892 -21.018 -3.980  -0.29
13 N 4.669 -25.912 -2.034  -0.22
14 N 3.439 -24.081 -3.603  0.21
15 N -0.245 -23.706 -4.845  0.25
16 N -0.416 -18.576 -8.443  0.32
17 N 1.643 -22.605 -8.263  -1.38
18 N 0.895 -22.824 -7.150  1.41
19 N -0.602 -19.933 -3.316  -0.57
20 C 3.477 -21.403 -9.263  0.08
21 C -5.764 -16.880 -3.873  -0.90
22 C -2.005 -24.887 -3.704  -1.08
23 C -6.466 -22.782 -5.420  0.33
24 C 4.133 -21.614 -11.645  -0.66
25 C -6.936 -20.293 -5.057  -0.76
26 C -0.879 -24.051 -3.734  -0.33
27 C -6.720 -21.445 -6.049  -0.70
28 C -0.657 -24.239 -6.077  0.66
29 C -2.444 -25.414 -4.944  -0.55
30 C 2.532 -21.606 -8.120  0.73
31 C 5.525 -24.752 -2.348  -0.72
32 C -1.873 -24.986 -6.137  -0.81
33 C 4.298 -20.231 -9.266  0.36
34 C -6.305 -16.789 -5.373  -0.01
35 C 2.782 -24.189 -2.181  0.19
36 C 3.436 -22.058 -10.533  -0.42
37 C 3.502 -25.332 -1.327  -1.13
38 C 2.982 -19.727 -3.778  0.51
39 C -0.257 -17.747 -9.661  -1.03
40 C -2.119 -19.998 -3.384  -0.74
41 C 4.215 -19.141 -2.894  0.65
42 C 4.840 -20.440 -11.628  -0.22
43 C -6.192 -15.339 -5.948  -1.51
44 C 0.485 -18.544 -7.454  0.74
45 C -1.574 -19.427 -8.404  -0.68
46 C -7.557 -23.322 -4.489  -1.35
47 C 1.707 -17.691 -7.561  -1.64
48 C 3.517 -25.451 -4.254  -0.50
49 C 4.069 -26.518 -3.304  -0.73
50 C 0.067 -23.874 -7.230  -1.08
51 C -4.829 -18.074 -3.724  -0.96
52 C -2.605 -20.611 -4.661  0.35
53 C 4.975 -19.745 -10.387  -0.83
54 C 4.837 -23.716 -3.304  -0.74
55 H -2.478 -25.148 -2.795  0.56
56 H -5.232 -15.977 -3.629  0.51
57 H -2.559 -18.994 -3.213  0.40
58 H -5.462 -22.698 -4.840  -0.24
59 H 3.854 -20.071 -7.422  0.24
60 H 4.798 -27.188 -3.757  0.30
61 H -4.293 -18.033 -2.751  0.55
62 H -2.374 -20.619 -2.469  0.36
63 H -1.256 -17.481 -9.995  0.39
64 H -6.604 -16.892 -3.205  0.38
65 H -2.465 -18.762 -8.205  0.37
66 H -7.708 -20.643 -4.320  0.40
67 H 3.858 -24.957 -0.403  0.34
68 H -2.268 -25.189 -7.135  0.51
69 H -7.370 -17.045 -5.410  0.22
70 H -7.613 -21.440 -6.727  0.48
71 H -7.739 -22.631 -3.660  0.30
72 H 2.240 -17.945 -8.463  0.50
73 H 5.355 -23.594 -4.235  0.69
74 H 4.751 -22.744 -2.812  0.10
75 H -0.196 -20.298 -2.416  0.29
76 H 2.561 -25.739 -4.730  0.15
77 H -5.905 -21.134 -6.783  0.14
78 H 1.450 -16.632 -7.508  0.52
79 H -0.163 -19.059 -3.500  0.29
80 H -1.412 -20.198 -7.634  -0.12
81 H -5.806 -17.555 -5.996  0.17
82 H -3.167 -26.215 -4.965  0.50
83 H 0.317 -16.764 -9.467  0.34
84 H -7.295 -24.299 -4.170  0.43
85 H 5.784 -24.314 -1.368  0.38
86 H 2.409 -17.859 -6.731  0.14
87 H -6.625 -14.565 -5.320  0.37
88 H 0.120 -24.405 -8.192  0.50
89 H 2.867 -23.203 -1.689  0.35
90 H 3.226 -27.170 -2.959  0.35
91 H 4.161 -25.288 -5.145  0.45
92 H 2.716 -26.031 -1.111  0.45
93 H -6.840 -15.242 -6.827  0.40
94 H 1.725 -24.372 -2.404  -0.18
95 H -7.351 -19.386 -5.487  0.32
96 H -4.023 -17.906 -4.489  0.36
97 H 4.065 -22.167 -12.576  0.38
98 H -6.283 -23.568 -6.180  0.40
99 H -5.347 -20.788 -2.678  -0.03
100 H 5.483 -18.813 -10.339  0.46
101 H -0.428 -23.672 -2.834  0.57
102 H 2.772 -22.888 -10.645  0.43
103 H -5.158 -15.056 -6.173  0.34
104 H 0.205 -18.265 -10.519  0.32
105 H 5.230 -20.042 -12.594  0.35
106 H 6.419 -25.098 -2.891  0.28
107 H -1.709 -19.951 -9.382  0.36
108 H -8.538 -23.387 -5.017  0.31

# 2
The following is a DFT calculation (ωB97M-V/def2-TZVPD) of 7 unconnected molecules or ions with the total composition C35H54F3O21P in a non-equilibrium geometry.

Calculated values
SMILES ... C=CC(=O)OCCCCCCPCOC(F)(F)F.C[C@@H]1COC(=O)O1.C[C@@H]1COC(=O)O1.C[C@@H]1COC(=O)O1.C[C@@H]1COC(=O)O1.C[C@@H]1COC(=O)O1.C[C@@H]1COC(=O)O1
Energy ... -3587.11625 Eh
Frontier orbital gap ... 8.62 eV
Highest occupied orbital energy ... -8.292 eV
Maximum force ... 1.716 eV Å⁻¹

Each line ends with the Mulliken charge.
Element x y z (Å)
1 P -0.699 -0.058 -0.794  -0.25
2 F 2.075 -3.271 0.339  -0.25
3 F 2.791 -2.762 -1.643  -0.25
4 F 1.431 -4.451 -1.374  -0.26
5 O 2.525 6.345 -0.121  -0.48
6 O -4.730 0.838 -0.398  -0.33
7 O -8.193 -2.857 1.808  -0.25
8 O 2.539 -0.494 4.765  -0.30
9 O 8.095 4.219 -3.227  -0.32
10 O 0.702 5.718 1.040  -0.19
11 O -3.969 -5.570 -4.195  -0.37
12 O 6.721 0.449 -0.974  -0.63
13 O -9.051 -4.340 3.232  -0.34
14 O 9.077 5.787 -4.512  -0.55
15 O -3.845 -0.314 1.320  -0.55
16 O -5.520 -4.707 -2.845  -0.21
17 O -4.538 -3.402 -4.398  -0.53
18 O 0.576 -1.292 5.453  -0.32
19 O -9.775 -4.294 1.099  -0.53
20 O 9.731 3.634 -4.621  -0.36
21 O 5.305 1.853 -1.975  -0.32
22 O 1.498 7.783 1.278  -0.38
23 O -5.352 -1.271 -0.046  -0.23
24 O 0.640 0.568 4.185  -0.55
25 O 0.621 -2.435 -1.150  -0.33
26 C -0.458 0.996 0.691  -0.46
27 C 1.710 -3.201 -0.968  0.86
28 C -6.238 -0.759 -1.067  0.65
29 C 1.374 2.185 -0.679  -0.37
30 C 9.556 1.207 -4.625  -1.45
31 C 1.194 -0.317 4.745  0.64
32 C -4.241 -6.580 -3.207  0.53
33 C -4.230 -7.958 -3.822  -1.45
34 C 0.202 7.773 1.893  -0.55
35 C 8.080 2.783 -3.291  -0.25
36 C 2.350 3.362 -0.709  -0.27
37 C 9.464 2.473 -3.810  0.59
38 C -1.477 5.873 2.107  -1.42
39 C 0.313 2.303 0.401  -0.52
40 C -6.249 -2.044 3.019  -1.33
41 C 5.665 1.060 -0.940  0.46
42 C -6.528 -1.806 -2.111  -1.43
43 C 0.867 -1.018 -1.104  -0.31
44 C -9.077 -3.871 1.959  0.60
45 C 2.844 -1.541 5.705  0.48
46 C -7.682 -2.500 3.109  0.56
47 C -5.589 -6.132 -2.690  -0.56
48 C -0.030 6.299 2.135  0.50
49 C 1.544 -2.315 5.716  -0.47
50 C 4.766 3.146 -1.613  -0.63
51 C -5.449 0.427 -1.572  -0.47
52 C 3.269 3.238 -1.934  -1.19
53 C 1.662 6.592 0.654  0.55
54 C -4.660 -4.456 -3.868  0.62
55 C -7.891 -3.789 3.870  -0.50
56 C -4.574 -0.255 0.381  0.64
57 C 8.978 4.661 -4.157  0.61
58 C 4.732 0.902 0.197  -0.21
59 C 4.044 -2.340 5.259  -1.40
60 C 4.832 -0.106 1.061  -1.17
61 H -0.518 8.201 1.192  0.31
62 H -6.076 1.237 -1.938  0.33
63 H 9.193 0.355 -4.049  0.38
64 H 4.286 -0.071 1.988  0.30
65 H 4.952 -1.740 5.324  0.35
66 H -6.183 -1.089 2.503  0.15
67 H 1.614 -0.820 -0.340  0.29
68 H 7.884 2.354 -2.314  0.07
69 H -7.060 -4.487 3.743  0.32
70 H 0.445 5.974 3.064  0.23
71 H -1.446 1.273 1.035  0.57
72 H 1.493 -3.057 4.915  0.30
73 H -1.571 4.813 2.340  0.31
74 H 4.985 3.422 -0.590  0.47
75 H -2.059 6.440 2.834  0.41
76 H 0.210 8.363 2.806  0.32
77 H -4.727 0.151 -2.343  0.26
78 H -7.058 -1.370 -2.958  0.41
79 H -0.006 0.440 1.508  0.04
80 H -7.162 -0.440 -0.576  0.17
81 H 10.194 2.457 -2.996  0.25
82 H -8.074 -3.637 4.931  0.32
83 H 3.045 2.322 -2.470  0.41
84 H -5.757 -6.393 -1.648  0.34
85 H 1.854 4.316 -0.676  0.41
86 H -5.810 -1.929 4.010  0.41
87 H -4.854 -7.982 -4.716  0.36
88 H -7.141 -2.604 -1.692  0.34
89 H -5.655 -2.755 2.446  0.34
90 H -1.901 6.025 1.114  0.36
91 H 3.933 -2.648 4.219  0.30
92 H 3.033 -1.075 6.675  0.26
93 H 1.340 -2.799 6.668  0.31
94 H 2.936 3.297 0.203  0.49
95 H 8.967 1.298 -5.538  0.37
96 H 5.421 -0.983 0.860  0.30
97 H -3.221 -8.237 -4.124  0.36
98 H 3.080 4.039 -2.636  0.49
99 H 5.286 3.856 -2.243  0.39
100 H -6.418 -6.508 -3.294  0.30
101 H -4.595 -8.699 -3.111  0.37
102 H 10.586 1.013 -4.922  0.36
103 H 4.170 -3.226 5.882  0.38
104 H 1.960 1.297 -0.464  -0.12
105 H 0.741 2.618 1.347  0.23
106 H 7.291 2.474 -3.980  0.26
107 H -5.609 -2.256 -2.466  0.23
108 H -3.477 -6.502 -2.430  0.26
109 H -1.583 -1.073 -0.375  -0.01
110 H -0.421 3.056 0.136  0.19
111 H 0.874 2.099 -1.638  0.59
112 H -8.316 -1.703 3.508  0.23
113 H 1.286 -0.656 -2.033  0.35
114 H 3.911 1.582 0.328  0.78

What is the maximum force in the first record?
4.064 eV Å⁻¹